Record 1
This record from the OMol25 dataset describes a structure of composition C30H51BN3P2Rh. The level of theory is the ωB97M-V functional and the def2-TZVPD basis.

XYZ file:
```
88
Properties=species:S:1:pos:R:3:lowdin_charge:R:1
Rh 0.5548 -0.3254 -0.4378 0.669
P 0.6166 2.1146 -0.8450 1.170
P -1.4462 -1.8260 -0.0365 1.173
N 2.9081 -0.6717 0.6585 0.074
N 0.0163 1.7242 1.7637 -0.038
N -1.1855 -0.2139 2.1199 -0.025
C -2.9200 0.8127 3.6017 0.001
C -1.1870 -4.7426 -0.0285 -0.063
C 3.3140 2.1378 -1.3652 -0.110
C 0.6172 -3.3976 1.0095 -0.092
C 4.0049 -2.6106 1.6510 -0.043
C 1.8814 3.0491 -3.1730 -0.079
C -1.3777 3.1794 3.2445 -0.007
C 5.9070 -2.5583 -0.3757 -0.061
C 3.9127 -1.6536 0.6303 -0.311
C -1.7681 0.7906 2.8152 -0.172
C 0.7443 2.6711 0.9683 -0.227
C -3.1529 -2.5628 -2.1574 -0.083
C 0.3031 -3.3098 -1.4629 -0.093
C 5.0506 -3.5113 1.6600 -0.061
C 2.0931 3.0144 -1.6594 -0.664
C -3.2570 1.9926 4.2235 -0.058
C -0.4185 -3.4307 -0.1144 -0.684
C -3.2361 -2.0626 -0.7174 -0.659
C -1.0458 2.8253 -1.4379 -0.658
C 2.3275 4.4168 -1.1084 -0.055
C 6.0043 -3.4938 0.6485 -0.057
C -4.0880 -2.9980 0.1364 -0.057
C -3.8532 -0.6628 -0.7211 -0.091
C -2.4844 3.1583 4.0615 -0.057
C -1.0044 1.9945 2.6114 -0.199
C -2.0965 2.4164 -0.4044 -0.081
C -1.7810 -1.4816 1.8006 -0.220
C -1.0814 4.3417 -1.5888 -0.057
C -1.3657 2.1133 -2.7557 -0.090
C 4.8714 -1.6468 -0.3911 -0.031
B 0.0163 0.2952 1.4806 -0.461
H 3.2716 -2.6294 2.4443 0.111
H -1.2770 1.0288 -2.6262 0.060
H -4.1359 -2.4881 -2.6192 0.103
H 3.2028 4.8385 -1.6007 0.110
H -3.0917 2.5965 -0.8079 0.110
H -2.8544 -1.4450 1.9884 0.082
H -5.0420 -3.1431 -0.3690 0.109
H -0.4725 -5.5629 -0.0772 0.106
H 3.5782 2.1731 -0.3088 0.081
H 0.9293 -4.1821 -1.6426 0.107
H -0.7529 4.8424 -0.6812 0.084
H 0.9530 -2.4088 -1.4758 0.051
H -2.7660 4.0460 4.6015 0.113
H -4.3086 -2.5823 1.1157 0.081
H 2.5512 -0.5153 1.6010 0.093
H -0.4859 4.6957 -2.4231 0.075
H -2.0089 2.9947 0.5111 0.084
H 6.6564 -2.5303 -1.1489 0.115
H -3.6404 -3.9760 0.2672 0.066
H 6.8165 -4.2046 0.6562 0.115
H 4.8093 -0.9143 -1.1819 0.105
H 3.1201 1.1106 -1.6807 0.060
H 2.5290 4.4097 -0.0399 0.082
H -2.3833 2.3418 -3.0675 0.102
H 1.6516 2.0549 -3.5592 0.089
H 1.4947 5.0842 -1.3033 0.076
H -3.8249 -0.1973 0.2637 0.079
H 1.0763 -2.4066 1.0723 0.032
H -2.0065 1.3545 -0.1683 0.043
H -3.5083 -0.0778 3.7527 0.114
H 1.8023 2.6615 1.2553 0.101
H -2.8487 -3.6040 -2.2169 0.074
H 0.1840 -3.6506 1.9750 0.092
H -2.1093 4.6495 -1.7746 0.107
H -2.4649 -1.9558 -2.7459 0.080
H 0.3560 3.6823 1.0969 0.105
H -1.7212 -4.8333 0.9160 0.092
H 1.3907 -4.1324 0.7979 0.105
H 2.7928 3.3944 -3.6602 0.104
H -4.8960 -0.7249 -1.0252 0.107
H -3.3374 -0.0209 -1.4315 0.063
H 1.0880 3.7346 -3.4589 0.072
H -4.1190 2.0233 4.8683 0.113
H 5.1464 -4.2224 2.4658 0.116
H -0.4059 -3.2338 -2.2850 0.075
H -0.7048 2.4154 -3.5615 0.068
H 4.1714 2.5022 -1.9276 0.106
H -1.8794 -4.8738 -0.8522 0.073
H 3.2219 0.1951 0.2281 0.048
H -1.3496 -2.2792 2.4104 0.102
H -0.7924 4.0767 3.1288 0.116
```

The calculated total energy is -2155.62701 Eh. The total charge is +2. The HOMO energy (alpha / beta) is -13.05 / -13.05 eV.

Record 2
This record from the OMol25 dataset describes a structure of composition C30H51Cl3Li2N5NaO16S4. The level of theory is the ωB97M-V functional and the def2-TZVPD basis.

XYZ file:
```
112
Properties=species:S:1:pos:R:3:lowdin_charge:R:1
Cl -4.3440 -9.3154 1.7052 0.520
Cl -2.3046 -8.6599 3.6642 0.558
Cl -2.3544 -7.2808 1.1150 0.562
S 0.8915 3.8674 2.2174 0.557
S -3.7528 -0.5851 -1.2606 0.722
S 4.0431 7.0451 5.4184 0.854
S 0.5342 0.3628 2.8600 0.982
Na -4.0482 -2.5744 -3.8565 0.693
O 2.2437 3.0836 1.9014 -0.172
O -4.0675 -0.8506 -2.6765 -0.378
O -4.8586 -1.0753 -0.5100 -0.224
O 0.6828 -0.9191 -5.0603 0.110
O -2.0242 -4.6432 -2.7308 -0.018
O 5.3179 6.7744 6.1634 -0.572
O 1.0897 2.7378 -4.0950 -0.166
O 3.1685 3.1751 -4.8496 0.018
O -0.1399 -2.0461 4.8757 -0.144
O -3.5554 0.9068 -0.8426 -0.133
O 4.9874 9.7428 6.7125 -0.584
O 1.2669 -2.3037 6.6307 -0.034
O 1.2258 5.2713 2.2556 -0.309
O 0.3059 3.5012 3.4623 -0.285
O -0.9570 -2.5790 6.8724 0.001
O 2.0438 1.3446 -5.5191 0.055
N -2.8230 -3.5766 3.0971 0.124
N -1.1397 -1.8170 -6.1480 0.122
N -1.4035 0.6176 0.9023 0.078
N 0.1033 -1.3906 -0.3123 0.005
N 4.9120 -2.5402 -3.2983 0.116
C 0.2516 3.0907 -0.4383 -0.173
C -0.5596 0.5349 1.7837 -0.695
C -2.4597 -2.1691 0.5864 -0.187
C 2.0943 -3.2340 2.7662 -0.084
C 0.5236 -2.7230 -0.7344 -0.201
C -0.9537 -0.7302 -1.0809 -0.295
C -3.1745 2.0052 -3.5495 -0.207
C -2.2676 -1.5557 -0.7994 -0.150
C 1.2310 -3.5016 0.4066 -0.167
C -3.1605 -2.3050 2.8794 -0.115
C -0.3252 3.6550 0.8800 -0.189
C -2.1311 -3.5148 0.7622 -0.036
C -0.3726 -1.4975 -4.9604 -0.435
C -2.6698 -8.8093 1.9512 -1.536
C -0.8991 -1.8541 -3.5520 -0.105
C -3.0233 -1.5767 1.7161 -0.035
C 1.9964 -2.5777 1.3585 -0.259
C -2.3315 -4.1205 1.9847 -0.160
C 4.6500 -1.7389 -4.0772 -0.284
C 4.3115 -0.7181 -5.0583 -0.070
C 3.4611 5.4042 5.0405 -0.316
C -2.2845 1.5561 -1.0820 -0.206
C 2.1481 2.5038 -4.7861 -0.820
C 0.2314 1.5688 -0.7633 -0.097
C -2.1328 2.3083 -2.4331 -0.112
C -2.6050 1.1661 -4.7102 -0.090
C 0.1687 -2.2875 6.0780 -0.828
C -1.0448 0.7544 -0.5278 -0.298
C -0.4525 -0.7416 -2.5799 -0.072
C 2.7942 7.4672 6.6159 -0.258
Li 4.7617 4.2621 6.6980 0.833
Li 1.1463 4.8422 -4.0628 0.852
H 1.9759 -4.3189 2.7223 0.070
H 1.1517 1.1415 -5.2004 0.062
H -2.3313 2.3640 -0.3503 0.137
H 3.4544 4.8362 5.9742 -0.016
H -1.1650 -2.8219 -6.2966 0.089
H 4.8919 -0.8371 -5.9726 0.088
H -1.9735 -2.0509 -3.6239 0.044
H -2.0576 -5.1752 2.0609 0.019
H -2.9835 -4.6767 -2.7331 0.039
H -2.0217 -9.5657 1.5280 0.011
H 4.1553 4.9502 4.3294 0.061
H -1.6098 -2.4865 6.1627 0.062
H -3.5938 -1.7830 3.7328 0.119
H 1.3100 3.3766 -0.4630 0.108
H -1.7629 -5.3349 -3.3524 0.075
H 0.5600 -4.1871 0.9288 0.094
H 2.7821 6.7270 7.4219 0.057
H -2.3753 -2.4311 -1.4478 0.099
H 0.9327 -0.8149 -0.2696 0.103
H 3.0687 8.4542 7.0105 0.035
H -1.7175 -4.0931 -0.0573 0.090
H 1.1183 1.1271 -0.2976 0.125
H -2.6088 0.0940 -4.4970 0.028
H 4.5058 0.2825 -4.6746 0.082
H -0.4266 -2.8163 -3.3334 0.112
H 3.2590 -0.7641 -5.3277 0.050
H 1.8201 7.5113 6.1246 0.062
H -1.1967 3.1487 1.2944 0.093
H -1.1479 2.2272 -2.9001 0.079
H -2.0826 -1.4520 -6.0482 0.057
H 1.4928 -1.6291 1.5376 0.015
H 1.9843 -4.1350 -0.0806 0.115
H -0.1832 3.6885 -1.2459 0.093
H -0.6326 4.6854 0.6868 0.107
H 0.6384 -0.7587 -2.5792 0.130
H -2.2501 3.3818 -2.2478 0.115
H 0.4819 1.5351 -1.8317 0.100
H 1.2393 -2.8202 3.3140 0.041
H 2.4619 5.4166 4.6064 0.052
H -3.3497 -0.5470 1.6749 0.106
H 5.4362 8.8937 6.6881 -0.220
H 3.0130 -2.3563 1.0087 0.106
H -3.4266 2.9616 -4.0225 0.109
H -0.6779 0.1959 -3.1047 0.092
H 1.2902 -2.6400 -1.5289 0.122
H -3.2240 1.3132 -5.6039 0.085
H -1.6028 1.5154 -4.9795 0.081
H -0.2539 -3.3659 -1.1496 0.081
H 2.7974 3.5897 1.2888 0.101
H 2.9899 -2.9093 3.2969 0.074
H -4.1218 1.6161 -3.1785 0.095
```

The calculated total energy is -5801.76980 Eh. The HOMO energy is -4.76 eV.